Entry 1:
17
Properties=species:S:1:pos:R:3:lowdin_charge:R:1 method="wB97M-V/def2-TZVPD" homo_energy_ev=-8.25 smiles="CS/C(=N/N)N(C)O" relative_energy_ev=2.982 charge=0 homo_lumo_gap_ha=0.334 energy_ev=-20607.1396 e_lumo_ha=0.03054
C -2.780 0.308 -0.164 -0.40
S -1.484 -0.980 -0.227 0.91
C -0.074 0.057 -0.066 -0.64
N -0.222 1.360 -0.067 -0.05
N 1.039 2.017 0.111 -0.04
N 1.161 -0.606 0.091 -0.25
C 1.254 -2.040 0.250 -0.10
O 2.184 -0.198 -0.790 -0.06
H -2.643 1.063 -0.936 0.03
H -3.758 -0.207 -0.312 0.04
H -2.803 0.778 0.815 0.03
H 0.893 3.019 -0.017 0.09
H 1.310 1.849 1.093 0.10
H 2.248 -2.307 0.582 0.09
H 1.020 -2.574 -0.665 0.08
H 0.590 -2.370 1.058 0.08
H 2.067 0.833 -0.757 0.10

***

Entry 2:
16
Properties=species:S:1:pos:R:3:lowdin_charge:R:1 method="wB97M-V/def2-TZVPD" homo_energy_ev=-14.38 relative_energy_ev=3.701 charge=+1 homo_lumo_gap_ha=0.372 energy_ev=-17005.2111 e_lumo_ha=-0.15613
C 0.797 0.854 -0.756 -0.28
C 0.997 0.637 0.838 0.12
C -0.296 -1.254 -0.863 -0.28
N -0.774 -1.390 0.440 -0.12
N -0.417 0.194 -1.225 -0.33
N -0.735 -0.171 1.028 -0.26
P -1.783 0.700 -0.168 1.07
H 0.564 1.912 -1.028 0.10
H 1.765 0.585 -1.432 0.17
H 1.618 -0.128 1.262 0.09
H 0.746 1.565 1.313 0.08
H 0.889 -1.428 -0.930 0.16
H -0.802 -1.980 -1.605 0.15
H -0.123 -1.955 1.036 0.17
H -1.023 -0.322 1.973 0.14
H -1.422 2.180 0.117 0.01

***

Entry 3:
16
Properties=species:S:1:pos:R:3:lowdin_charge:R:1 method="wB97M-V/def2-TZVPD" homo_energy_ev=-14.63 smiles=C1C[N@@H+]2NCN1P2 relative_energy_ev=1.138 charge=+1 homo_lumo_gap_ha=0.383 energy_ev=-17007.7738 e_lumo_ha=-0.15458
C -0.443 1.057 0.743 -0.21
C -0.894 0.686 -0.697 -0.14
N 0.110 -0.299 -1.139 -0.22
N -0.110 -1.472 -0.377 -0.01
C 0.332 -1.153 1.010 -0.23
N 0.737 0.241 1.016 -0.35
P 1.801 0.368 -0.315 1.12
H -0.185 2.113 0.831 0.12
H -1.211 0.834 1.483 0.13
H -1.879 0.217 -0.700 0.13
H -0.898 1.546 -1.369 0.13
H 0.064 -0.492 -2.141 0.17
H 0.389 -2.270 -0.761 0.14
H -0.509 -1.301 1.692 0.13
H 1.159 -1.794 1.325 0.13
H 1.538 1.718 -0.602 -0.04

***

Entry 4:
19
Properties=species:S:1:pos:R:3:lowdin_spin:R:1 method="wB97M-V/def2-TZVPD" homo_energy_ev="-5.20 / -8.24" charge=0 spin_multiplicity=3 homo_lumo_gap_ha="0.206 / 0.235" energy_ev=-44873.6879 e_lumo_ha="0.01466 / -0.06759"
C 1.393 -1.176 0.818 0.53
C -0.184 -1.317 -0.802 0.48
C 1.467 -0.171 1.853 0.10
N 2.019 -2.058 0.216 0.18
N 0.453 -2.244 -1.414 0.23
N 1.644 -2.542 -0.924 0.06
P -0.196 2.078 -0.853 0.01
P -2.255 -2.061 1.150 0.02
P -1.468 0.955 0.449 0.06
P -1.885 -0.869 -0.660 0.24
H 1.080 0.833 1.397 0.03
H 0.804 -0.325 2.671 0.00
H 2.521 0.049 2.229 0.03
H 2.246 -3.222 -1.432 0.00
H 0.352 3.066 0.046 0.00
H 0.848 1.140 -0.618 0.01
H -3.642 -1.750 1.499 0.01
H -2.665 -3.353 0.893 0.00
H -2.659 1.605 0.258 0.00

***

Entry 5:
16
Properties=species:S:1:pos:R:3:lowdin_charge:R:1 method="wB97M-V/def2-TZVPD" homo_energy_ev=-8.40 relative_energy_ev=6.261 charge=0 homo_lumo_gap_ha=0.325 energy_ev=-18556.4184 e_lumo_ha=0.01598
C -1.133 0.161 1.936 -0.18
C 0.840 -0.436 0.538 -0.09
C 0.926 -0.561 -1.071 -0.53
H -0.536 1.083 2.345 0.10
H -2.145 0.873 1.956 0.12
H -1.214 -0.687 2.594 0.06
H -1.235 -1.056 0.244 0.14
H 1.124 0.751 0.647 0.10
H 1.165 -1.184 1.175 0.07
H 0.994 -1.553 -2.907 0.08
H 0.135 0.111 -2.654 0.20
H -0.506 1.630 -0.208 0.04
N -0.720 -0.166 0.552 -0.21
N 0.693 -1.709 -1.833 -0.02
N 1.051 0.516 -1.878 -0.42
S 0.560 2.225 -1.437 0.54

***

Entry 6:
16
Properties=species:S:1:pos:R:3:lowdin_charge:R:1 method="wB97M-V/def2-TZVPD" homo_energy_ev=-9.05 relative_energy_ev=4.614 charge=0 homo_lumo_gap_ha=0.325 energy_ev=-18558.0651 e_lumo_ha=-0.00744
C -0.953 -0.065 1.021 -0.30
C -0.340 -0.115 -0.410 -0.67
C 1.101 0.719 -0.538 -0.56
H -3.134 0.366 0.419 0.13
H -2.534 -1.298 0.674 0.01
H -0.761 0.959 1.370 0.08
H -0.443 -0.822 1.920 0.18
H -0.904 0.415 -1.249 0.09
H 1.280 -2.172 -0.457 0.07
H 3.069 0.654 0.042 0.25
H 2.460 -0.886 -1.007 -0.01
H 0.369 2.373 -0.444 0.04
N -2.447 -0.337 0.946 -0.06
N 2.204 -0.038 -0.611 0.02
N 1.327 1.988 -0.462 0.08
S -0.295 -1.741 -1.214 0.63

***

Entry 7:
16
Properties=species:S:1:pos:R:3:lowdin_charge:R:1 method="wB97M-V/def2-TZVPD" homo_energy_ev=-13.00 relative_energy_ev=6.210 charge=+1 homo_lumo_gap_ha=0.336 energy_ev=-9205.4119 e_lumo_ha=-0.14210
C -0.476 2.082 -0.005 -0.04
C 1.058 2.092 0.231 -0.21
N 1.872 0.954 0.450 0.10
N 1.518 -0.175 0.465 0.10
C 0.538 -1.030 0.325 -0.21
N 0.383 -1.774 -0.708 0.01
N -0.239 -3.026 -0.559 0.08
H -0.957 1.717 0.924 0.08
H -0.874 3.160 -0.056 0.12
H -0.650 1.526 -0.814 0.01
H 1.557 2.533 -0.629 0.14
H 1.321 2.826 0.865 0.08
H 0.187 -1.211 1.299 0.13
H -0.312 -3.502 0.473 0.24
H 0.266 -3.817 -0.920 0.14
H -1.128 -3.220 -1.186 0.23

***

Entry 8:
16
Properties=species:S:1:pos:R:3:lowdin_charge:R:1 method="wB97M-V/def2-TZVPD" homo_energy_ev="-13.45 / -13.45" relative_energy_ev=3.394 charge=+1 homo_lumo_gap_ha="0.299 / 0.299" energy_ev=-9208.2274 e_lumo_ha="-0.19491 / -0.19490"
N -1.063 1.228 -0.984 0.06
C -0.059 1.841 -0.217 -0.16
C 0.813 1.118 0.466 -0.03
C 0.729 -0.390 0.505 -0.41
N 0.749 -0.857 1.862 0.11
N -0.531 -0.872 0.029 0.09
N -0.564 -1.766 -0.854 0.18
H -1.952 1.709 -0.964 0.11
H -0.806 1.008 -1.939 0.11
H -0.039 2.925 -0.157 0.12
H 1.619 1.548 1.035 0.12
H 1.587 -0.820 -0.049 0.16
H 0.172 -0.320 2.496 0.11
H 0.602 -1.851 1.971 0.10
H -1.448 -2.238 -1.018 0.16
H 0.242 -2.014 -1.441 0.17

***

Q: Look up the charge of the eighth one.
A: +1

***

Copy entry 7 word for word.
16
Properties=species:S:1:pos:R:3:lowdin_charge:R:1 method="wB97M-V/def2-TZVPD" homo_energy_ev=-13.00 relative_energy_ev=6.210 charge=+1 homo_lumo_gap_ha=0.336 energy_ev=-9205.4119 e_lumo_ha=-0.14210
C -0.476 2.082 -0.005 -0.04
C 1.058 2.092 0.231 -0.21
N 1.872 0.954 0.450 0.10
N 1.518 -0.175 0.465 0.10
C 0.538 -1.030 0.325 -0.21
N 0.383 -1.774 -0.708 0.01
N -0.239 -3.026 -0.559 0.08
H -0.957 1.717 0.924 0.08
H -0.874 3.160 -0.056 0.12
H -0.650 1.526 -0.814 0.01
H 1.557 2.533 -0.629 0.14
H 1.321 2.826 0.865 0.08
H 0.187 -1.211 1.299 0.13
H -0.312 -3.502 0.473 0.24
H 0.266 -3.817 -0.920 0.14
H -1.128 -3.220 -1.186 0.23